Here is C7H7Cl2N3OS in the gas phase in a non-equilibrium geometry from the Open Molecules 2025 dataset. Energies are from ωB97M-V/def2-TZVPD.

```
! wB97M-V def2-TZVPD RIJCOSX def2/J DEFGRID3
* xyz 0 1
C -4.9554 0.4429 -0.5752
C -4.5083 -0.4754 0.4899
C -3.0434 1.0338 0.1823
C -0.1383 0.7214 1.9380
C -0.2988 0.3629 0.4620
C -0.7520 -1.0038 0.0152
C 1.0439 0.8209 -0.1783
N -4.0108 1.3070 -0.7888
N -0.6556 1.8022 2.3369
N -3.2978 -0.0878 0.9132
O -1.1971 2.6039 1.4647
S -1.5298 1.7199 -0.0734
Cl -6.4021 0.2700 -1.3511
Cl -5.3114 -1.9200 0.9608
H 0.1204 0.1304 2.7720
H -1.6582 -1.1674 0.6920
H 0.1360 -1.6086 0.1394
H -1.1842 -0.8903 -1.0470
H 1.0671 0.6192 -1.3597
H 1.9305 0.1112 0.0376
H 1.3690 1.8544 0.0679
*
```

The calculation puts the frontier orbital gap (spin up / spin down) at 7.488 / 7.489 eV. The value obtained for the largest force on an atom is 3.65 eV/Å. The calculation puts the electronic energy at -49765.846 eV.